7 unconnected molecules or ions with the total composition C81H180F6N3P4, computed with ωB97M-V with the def2-TZVPD basis set.

The geometry in XYZ format:
```
274
Properties=species:S:1:pos:R:3:forces:R:3
C -6.523680 6.872068 -3.429778 0.569 -1.175 1.576
C -5.162794 6.661589 -2.682622 -0.560 0.493 0.785
C -5.177523 5.254139 -2.011194 -0.043 -0.413 0.326
C -4.077219 5.081770 -0.894243 0.849 -1.292 -2.169
N -4.020966 3.698272 -0.240328 -0.454 0.636 1.666
C -2.819354 3.487098 0.762473 0.544 0.701 -1.321
C -3.307622 2.667217 1.898147 -1.744 -0.771 0.065
C -4.859644 2.771534 1.828385 -0.414 -0.401 1.346
C -5.272606 3.696503 0.696195 0.819 -0.625 -0.718
C -4.032914 2.542543 -1.170704 0.349 -1.696 1.182
C -2.928491 2.657699 -2.205837 0.363 1.164 -0.607
C -2.822799 1.540025 -3.220235 -0.319 -0.613 -0.017
H -7.365321 6.930689 -2.737585 0.278 0.432 0.534
H -6.808634 5.935143 -3.912601 0.383 0.413 -1.060
H -6.508629 7.786957 -3.974802 -0.109 0.221 -0.987
H -5.048641 7.469209 -1.921174 -0.164 -0.564 -0.305
H -4.269176 6.801397 -3.338272 -0.773 -0.452 0.245
H -5.058164 4.553406 -2.857308 0.343 -0.006 0.520
H -6.193518 4.960464 -1.605519 0.984 0.817 -0.209
H -4.229408 5.712127 -0.065982 -0.174 1.152 0.690
H -3.062119 5.246335 -1.291875 -0.465 0.177 -0.042
H -1.993169 2.953468 0.269513 -0.398 0.516 -0.213
H -2.479311 4.476869 1.027225 -0.007 0.333 0.142
H -3.035026 1.616981 1.760138 0.162 0.222 0.063
H -3.050078 2.929593 2.909831 0.830 0.512 0.029
H -5.178851 1.750853 1.617778 -0.619 0.186 0.213
H -5.237453 3.095411 2.842285 -0.002 -0.381 -1.331
H -6.090444 3.309111 0.059689 0.217 0.380 0.667
H -5.447830 4.749100 0.983005 -0.037 -0.768 -0.003
H -5.026307 2.473241 -1.589792 -0.181 0.114 -0.490
H -3.948677 1.625356 -0.477230 0.155 1.141 -1.169
H -1.924822 2.775462 -1.773198 -0.472 0.172 0.297
H -3.178479 3.581251 -2.776949 0.536 -0.445 0.362
H -2.884558 0.570309 -2.673974 0.173 0.426 -0.712
H -1.875537 1.606553 -3.810711 -0.797 -0.105 0.615
H -3.665693 1.656397 -3.913673 0.218 -0.517 0.007
C -3.636817 -6.664893 -2.177482 0.163 -0.292 -1.368
C -5.082954 -6.327775 -2.481401 -1.079 -1.282 0.262
C -5.786589 -5.345970 -1.569300 -1.860 0.965 -1.316
C -5.883643 -5.713295 -0.150693 0.236 -0.714 2.192
N -6.206972 -4.568125 0.849205 -0.906 -0.549 -1.483
C -6.219223 -5.101354 2.256718 0.617 -0.835 -0.310
C -7.581940 -4.854406 2.835453 -1.008 0.108 -0.829
C -8.531415 -4.766949 1.581259 0.045 -2.022 1.562
C -7.660065 -4.086465 0.624942 0.651 1.442 -1.362
C -5.257957 -3.399289 0.729418 -0.283 -0.041 -0.095
C -3.757940 -3.652081 0.809341 -0.207 1.410 0.524
C -3.123239 -2.220460 0.757211 -2.029 0.299 1.860
H -3.565050 -7.162162 -1.236008 0.272 -0.337 0.751
H -2.923472 -5.832828 -2.218241 -0.276 0.074 0.058
H -3.328010 -7.398475 -2.955095 0.043 0.413 0.560
H -5.665974 -7.290721 -2.453046 0.533 0.736 -0.063
H -5.234045 -5.955431 -3.483137 0.231 0.090 -0.403
H -6.828781 -5.152934 -1.957501 0.873 -0.517 0.194
H -5.358756 -4.381239 -1.706461 0.866 0.909 0.086
H -4.939459 -6.127147 0.238512 -0.258 0.086 -0.167
H -6.663694 -6.485376 0.020440 0.410 0.482 -0.021
H -5.405901 -4.558064 2.717716 0.022 -0.306 0.689
H -6.003217 -6.174127 2.214509 0.178 0.274 0.027
H -7.547109 -3.898025 3.321501 -0.389 0.422 0.547
H -7.918836 -5.639985 3.503363 0.191 0.116 0.251
H -9.447402 -4.216454 1.812618 0.191 -0.107 -0.196
H -8.803751 -5.809553 1.271621 0.102 0.906 0.137
H -7.629643 -3.043219 0.882819 0.077 0.629 0.278
H -7.977575 -4.059106 -0.428151 0.490 -0.626 0.239
H -5.528999 -2.708642 1.532642 -0.152 -0.098 -0.031
H -5.496963 -2.914067 -0.208876 -0.059 0.132 -0.182
H -3.420433 -4.248528 -0.020289 0.276 -0.500 -0.119
H -3.518548 -4.074883 1.802982 0.169 -0.216 -0.693
H -3.521692 -1.658549 1.670684 0.762 -0.749 -0.884
H -3.479111 -1.578372 -0.034242 -0.083 -0.236 -0.776
H -2.066743 -2.177918 0.778805 1.121 -0.177 0.020
C 1.736627 -0.226953 -6.375096 -1.483 1.535 0.535
C 2.203035 0.796109 -5.290010 0.452 -0.427 -0.380
C 3.296145 0.247316 -4.383317 1.365 1.204 0.311
C 3.537170 1.263596 -3.222535 -0.778 -1.595 -0.165
N 4.683130 0.966350 -2.294372 1.031 0.989 0.655
C 4.585982 1.950056 -1.118114 -0.120 0.244 -0.801
C 5.305025 1.308903 0.035692 0.418 -0.736 0.095
C 5.278349 -0.206977 -0.238002 0.376 -0.643 -0.105
C 4.511294 -0.318416 -1.568827 0.098 -1.065 0.336
C 6.030753 0.998130 -2.998319 -0.482 0.326 -1.179
C 6.422528 2.320980 -3.709603 -1.075 -1.229 -0.056
C 7.829267 2.217241 -4.310043 0.402 -0.473 1.266
H 2.507122 -0.414902 -7.086423 0.766 -0.307 -0.365
H 0.903785 0.228137 -6.964810 0.561 -0.309 0.448
H 1.335404 -1.162153 -5.972208 0.278 0.105 0.157
H 1.437546 1.151663 -4.608998 -0.770 -0.226 -0.167
H 2.579372 1.712877 -5.756559 -0.042 -0.184 -0.235
H 4.256167 0.148511 -4.900832 -0.318 -0.349 -0.375
H 2.994291 -0.709696 -3.982242 0.042 -0.333 0.218
H 2.654854 1.098038 -2.593452 0.099 0.828 0.013
H 3.657945 2.287629 -3.564621 -0.170 -0.005 -0.036
H 5.007208 2.926414 -1.358292 -0.134 -0.156 -0.374
H 3.505043 2.042438 -1.029120 0.051 0.141 0.683
H 6.354224 1.624619 0.077536 -0.389 0.242 0.241
H 4.781916 1.496404 0.960373 0.163 0.451 0.206
H 6.303035 -0.631643 -0.302540 -0.613 0.340 -0.111
H 4.783384 -0.786812 0.570332 0.082 0.417 -0.630
H 4.808172 -1.180875 -2.181417 -0.056 0.418 0.020
H 3.454183 -0.379411 -1.353917 -0.379 -0.151 0.014
H 5.859452 0.235853 -3.756053 0.537 -0.056 -0.139
H 6.840630 0.655105 -2.383377 0.037 -0.161 0.862
H 6.354948 3.166707 -3.010558 -0.085 -0.140 -0.417
H 5.693194 2.406100 -4.534110 0.207 0.534 0.389
H 7.846462 2.661193 -5.278356 0.190 0.272 -0.675
H 8.268186 1.194103 -4.358817 -0.615 0.567 -0.074
H 8.476862 2.782026 -3.641822 0.345 0.012 -0.264
C 2.601196 -8.898120 -1.606715 0.293 0.786 -0.457
C 3.555780 -9.055189 -2.793192 0.191 0.388 -1.255
C 3.373452 -7.890597 -3.823841 0.001 -0.574 0.706
C 2.063212 -8.014128 -4.616527 -0.691 0.931 1.027
P 1.688224 -6.509916 -5.489434 1.800 0.815 -0.634
C 1.517488 -5.039653 -4.407813 -0.560 -0.749 0.524
C 0.400118 -5.038781 -3.357497 -0.477 -1.132 0.148
C 0.453308 -3.832186 -2.424492 0.985 0.081 0.220
C 0.361986 -2.473716 -3.110768 -0.715 -1.052 -1.637
C 3.158124 -6.054448 -6.448023 1.252 -0.292 0.048
C 2.964913 -4.976137 -7.497844 0.908 0.743 -0.759
C 4.235529 -4.193167 -7.916737 0.356 0.242 -0.286
C 4.011618 -3.219576 -9.148160 -0.716 -0.512 1.293
C 0.391255 -6.793026 -6.652325 -0.695 -0.264 -0.344
C -0.853295 -7.494649 -6.086209 0.816 0.377 -0.021
C -1.980475 -7.412767 -7.070565 1.077 0.550 -1.020
C -3.269670 -7.805057 -6.523171 -2.294 -1.426 1.385
H 3.060201 -9.154316 -0.675822 0.370 -0.379 0.546
H 1.754800 -9.538075 -1.739962 -0.734 -0.223 0.054
H 2.273242 -7.843260 -1.480645 0.036 -0.497 -0.217
H 3.427121 -10.046378 -3.309514 0.206 0.906 0.565
H 4.606316 -8.937530 -2.524814 -0.067 -0.447 0.397
H 4.217174 -7.822846 -4.511119 -0.023 -0.364 -0.112
H 3.464115 -6.966151 -3.219126 -0.501 -0.188 -0.356
H 1.160168 -8.123342 -3.972841 0.640 -0.429 -0.072
H 2.066254 -8.809106 -5.354926 0.083 -0.274 -0.021
H 1.405456 -4.209533 -5.075369 -0.047 0.548 -0.560
H 2.477612 -4.905292 -3.903467 0.105 -0.177 -0.103
H 0.471384 -6.008023 -2.769448 -0.134 1.111 -0.439
H -0.601731 -5.046423 -3.842467 0.571 -0.070 0.114
H 1.426841 -3.825700 -1.874440 -0.675 -0.243 -0.137
H -0.337988 -3.938629 -1.696407 -0.213 -0.030 0.348
H 1.259730 -2.337629 -3.714371 0.202 0.515 0.308
H 0.166333 -1.695455 -2.406729 0.263 0.692 0.396
H -0.448637 -2.439981 -3.880482 0.247 -0.129 0.653
H 3.606846 -6.923013 -6.936680 -0.406 -0.359 0.021
H 3.975957 -5.798375 -5.741234 -0.606 0.244 -0.066
H 2.148517 -4.327420 -7.239006 -0.297 0.736 0.183
H 2.727287 -5.360949 -8.463115 -0.940 -1.028 -0.487
H 5.016101 -4.903609 -8.261555 -0.555 0.062 0.242
H 4.684981 -3.734832 -7.031561 -0.037 0.485 -0.146
H 4.960739 -2.834661 -9.481982 0.376 -0.247 -0.396
H 3.434045 -2.306896 -8.922707 -0.108 -0.521 0.201
H 3.472472 -3.779914 -9.937280 0.521 0.416 0.223
H 0.819366 -7.348683 -7.497317 0.066 -0.020 0.195
H 0.088374 -5.836119 -7.074271 0.027 0.222 -0.004
H -1.089670 -7.026885 -5.148165 -0.537 0.530 0.565
H -0.666119 -8.516666 -5.804272 0.292 -0.604 -0.137
H -1.761424 -8.070315 -7.923885 0.195 0.319 0.063
H -2.041521 -6.376966 -7.443104 0.034 -0.318 -0.132
H -3.921037 -8.130338 -7.317372 -0.532 0.369 -0.422
H -3.788457 -7.012574 -5.944028 0.345 -0.492 -0.205
H -3.246516 -8.756273 -5.928282 0.327 0.895 -0.037
C -3.906606 -2.236076 4.594087 1.551 0.176 -1.173
C -2.627654 -1.303727 4.426825 -0.719 0.205 -0.874
C -1.399931 -2.179537 4.320888 0.941 -0.504 0.455
C -0.039634 -1.390860 4.325189 -0.697 0.168 0.436
P 1.476952 -2.350740 4.588307 0.652 0.238 -1.043
C 1.616241 -3.562192 3.200176 1.497 0.269 -1.200
C 0.794774 -4.841248 3.248591 -1.009 -0.071 -0.751
C 0.139175 -5.334224 1.899337 0.676 0.834 0.723
C 1.087365 -6.008958 0.917701 -0.378 -1.138 -0.357
C 1.662854 -3.196943 6.180760 -0.881 -0.142 0.792
C 1.157110 -2.441848 7.480918 -0.328 -0.193 -0.202
C -0.374033 -2.483007 7.687908 0.374 0.263 -0.965
C -0.903881 -3.891391 7.641812 -1.390 -1.110 0.712
C 2.862709 -1.151020 4.314852 -0.218 -2.040 -0.622
C 2.876376 0.056179 5.208150 1.216 0.252 0.049
C 4.172363 0.875526 4.918522 -0.707 -0.405 0.764
C 4.153599 1.571798 3.586653 1.280 0.171 -1.000
H -3.981566 -2.876533 3.681679 0.038 0.536 0.368
H -4.825178 -1.695151 4.690964 -0.467 0.375 0.186
H -3.803686 -2.964818 5.388841 0.095 0.199 0.504
H -2.501312 -0.486277 5.183438 -0.371 -0.909 -0.386
H -2.648352 -0.806986 3.413386 -0.436 -0.031 1.069
H -1.491311 -2.766675 3.403728 0.214 0.158 -0.278
H -1.448633 -2.967034 5.092913 0.367 0.496 0.083
H 0.002922 -0.605243 5.095055 -0.353 -0.421 0.358
H 0.073564 -0.746042 3.437372 0.133 -0.707 -0.202
H 2.686252 -3.886737 3.104108 -0.602 0.624 0.318
H 1.444528 -2.988678 2.241407 -0.111 -0.270 1.025
H -0.027876 -4.676833 3.904726 -0.915 0.121 0.625
H 1.351937 -5.616169 3.732733 0.489 -0.635 0.068
H -0.229981 -4.422350 1.422532 -0.345 -0.011 -0.054
H -0.724027 -5.933693 2.173103 0.032 -0.275 -0.077
H 0.606669 -6.703218 0.170163 0.152 0.783 0.839
H 1.855259 -6.601455 1.409244 -0.011 -0.138 0.203
H 1.598254 -5.260324 0.352850 0.482 0.556 -0.500
H 2.717846 -3.452840 6.251591 0.251 0.170 -0.013
H 1.159944 -4.175763 6.060898 0.058 0.435 0.200
H 1.477716 -1.408065 7.465571 0.183 0.292 -0.158
H 1.599399 -2.844644 8.412506 0.105 -0.246 -0.792
H -0.910120 -1.843776 6.973062 0.222 -0.115 -0.140
H -0.612010 -2.013353 8.635981 0.143 -0.164 0.348
H -1.909779 -3.932951 8.141416 0.696 -0.014 -0.802
H -0.306093 -4.542345 8.268826 0.339 -0.110 0.266
H -0.948943 -4.448372 6.672012 -0.096 0.893 0.469
H 2.722555 -0.945521 3.246469 0.124 0.419 0.067
H 3.817277 -1.751424 4.377135 -0.880 0.566 0.130
H 2.936348 -0.277121 6.235318 -0.021 -0.061 0.369
H 1.964465 0.627126 5.115294 -0.201 0.421 -0.195
H 4.996495 0.153620 5.011200 -0.006 0.331 -0.150
H 4.315288 1.605356 5.726264 -0.058 -0.123 -0.203
H 3.284325 2.167892 3.429527 -0.731 0.874 0.357
H 4.075593 0.916725 2.712079 0.337 -0.429 0.336
H 5.067262 2.203840 3.438840 -0.781 -0.480 0.151
C -1.085957 11.230779 5.862850 -0.102 -0.332 -1.016
C -0.718463 10.773263 4.442454 -0.255 -0.342 -0.023
C -0.677076 9.222398 4.319855 -0.691 1.486 -0.780
C -0.244765 8.918768 2.845126 0.491 0.307 1.192
P 1.437535 8.286211 2.722144 -0.512 0.082 -0.142
C 1.628904 6.844737 3.736018 -0.250 -0.895 1.083
C 1.076048 5.544820 3.105127 0.747 0.441 -1.366
C -0.437663 5.425068 3.007228 -0.946 0.010 -0.089
C -1.100039 5.350434 4.401581 0.030 -1.243 -0.525
C 2.611444 9.591029 3.200507 0.039 -0.572 0.645
C 2.838152 9.689130 4.718397 -0.063 -1.115 1.237
C 3.406294 11.027219 5.084196 -0.493 0.690 0.985
C 3.587839 11.218671 6.616885 0.259 0.099 -0.374
C 1.632323 7.707177 1.046179 2.549 0.149 0.141
C 3.040183 7.089052 0.714117 -0.672 0.177 -0.145
C 3.018926 6.479391 -0.662872 -1.149 -1.812 -0.514
C 4.429931 5.976492 -1.090720 -1.940 0.645 -0.442
H -2.165953 11.321826 6.016888 0.199 -0.433 0.096
H -0.699853 12.226251 5.963314 0.330 0.440 0.584
H -0.612103 10.512076 6.542583 -0.269 0.528 0.322
H 0.280039 11.190314 4.191133 -0.417 -0.317 0.020
H -1.421249 11.137085 3.662267 0.357 0.021 0.548
H -1.695456 8.824748 4.531247 0.704 0.129 -0.235
H -0.010840 8.848631 5.088468 0.160 -0.323 -0.024
H -0.241206 9.830548 2.233992 -0.194 -0.081 0.158
H -0.936905 8.229754 2.421932 -0.297 -0.579 -0.629
H 1.038113 6.991937 4.645941 0.393 0.284 0.137
H 2.685557 6.763633 4.043808 -0.392 -0.095 -0.178
H 1.526357 4.689285 3.606588 -0.227 -0.034 0.245
H 1.451541 5.492776 2.070255 0.039 -0.250 0.379
H -0.653578 4.502764 2.411737 0.150 0.552 0.566
H -0.899838 6.266528 2.406416 0.624 -0.822 0.606
H -0.974747 6.263585 4.962832 -0.043 0.222 0.235
H -0.658019 4.501231 4.960391 -0.008 0.562 -0.111
H -2.166360 5.097671 4.350658 0.118 0.366 -0.112
H 2.247698 10.570506 2.936618 -0.451 0.214 -0.690
H 3.564923 9.447276 2.700167 0.094 -0.122 -0.192
H 3.530665 8.934668 5.134247 -0.140 -0.030 -0.618
H 1.939141 9.525432 5.335323 -0.102 0.128 -0.537
H 2.734316 11.798325 4.664245 0.495 0.007 0.205
H 4.381353 11.096300 4.638811 0.475 0.381 -0.447
H 2.655539 11.345583 7.170856 -0.140 0.094 -0.292
H 4.207157 12.127025 6.791863 -0.335 -0.808 0.059
H 4.054838 10.317735 7.055740 0.161 0.534 -0.197
H 1.416956 8.560590 0.458987 0.071 1.027 -1.029
H 0.960864 6.969744 0.721260 -1.520 -0.935 0.193
H 3.305738 6.296204 1.440133 0.228 0.790 -0.081
H 3.793003 7.854447 0.541727 0.264 0.233 1.143
H 2.551259 7.229338 -1.307042 0.619 -0.011 -0.482
H 2.269224 5.615899 -0.742038 0.927 0.822 0.367
H 4.814394 5.298226 -0.354249 0.316 -0.270 0.517
H 5.071107 6.840932 -1.203102 0.423 -0.099 -0.209
H 4.290331 5.426120 -2.023376 0.439 0.212 -0.119
P 0.334438 0.676181 0.502033 0.673 0.123 -0.240
F 1.193762 0.502044 -0.899478 0.048 -0.273 1.065
F 1.702090 0.800812 1.402487 -0.190 -0.437 -0.705
F 0.353293 2.281899 0.322290 0.129 0.227 -0.438
F -0.532117 0.882834 1.817100 -0.782 0.060 0.943
F -1.001753 0.582606 -0.398347 -0.324 -0.149 0.063
F 0.283442 -0.936572 0.794307 0.428 0.377 -0.652
```
Forces are in eV/Å.

Its charge is +5. For the largest force on an atom, the calculation gives 0.05903 hartree/bohr. The calculation puts the HOMO energy at -18.45 eV. As for the calculated total energy: -5321.7890 Ha. The LUMO energy comes out at -7.82 eV.

Atom charges from the Mulliken analysis, given in e for atoms 1 to 99: -1.31 -0.50 -0.77 -1.29 0.75 -0.17 0.25 -0.95 -0.63 -0.76 0.20 -1.36 0.35 0.35 0.40 0.34 0.35 0.27 0.36 0.95 0.52 -0.39 0.24 -0.49 0.54 0.29 0.39 0.52 0.38 0.50 0.29 0.12 0.28 0.15 0.23 0.47 -0.84 -0.87 -0.68 -0.90 0.90 -0.01 -0.77 -0.60 -0.79 -2.34 0.44 -1.37 0.39 0.09 0.34 0.29 0.44 0.25 0.40 0.55 0.53 -0.06 0.32 0.32 0.39 0.42 0.32 0.45 0.37 0.88 0.56 0.26 0.21 -0.17 0.91 0.30 -1.26 -0.57 -0.07 -0.87 0.83 -0.33 0.39 -0.85 -0.35 -1.31 0.11 -1.32 0.40 0.41 0.17 0.34 0.42 0.35 0.06 -0.07 0.56 -0.05 0.27 0.53 -0.45 0.43 0.29